{
  "formula": "C26H73O17",
  "method": "ωB97M-V/def2-TZVPD",
  "total_charge": -1,
  "elements": ["C", "C", "O", "H", "H", "H", "H", "H", "C", "C", "C", "O", "H", "H", "H", "H", "H", "H", "H", "H", "C", "C", "C", "O", "H", "H", "H", "H", "H", "H", "H", "H", "C", "C", "C", "O", "H", "H", "H", "H", "H", "H", "H", "H", "C", "C", "C", "O", "H", "H", "H", "H", "H", "H", "H", "H", "C", "C", "O", "O", "H", "H", "H", "H", "H", "H", "C", "C", "O", "O", "H", "H", "H", "H", "H", "H", "C", "C", "O", "O", "H", "H", "H", "H", "H", "H", "C", "C", "O", "O", "H", "H", "H", "H", "H", "H", "C", "C", "O", "O", "H", "H", "H", "H", "H", "H", "C", "C", "O", "O", "H", "H", "H", "H", "H", "H"],
  "coordinates": [[0.05204, -0.25889, -0.18450], [-1.09775, -0.22083, -1.19316], [-0.97611, 0.73258, -2.21467], [-0.10648, 0.50444, 0.58530], [1.03445, -0.22343, -0.63474], [-0.08846, -1.18997, 0.38447], [-2.02791, -0.06351, -0.61564], [-1.20820, -1.20588, -1.67603], [2.23567, 2.57500, 1.89931], [2.69172, 3.36605, 3.10257], [1.56927, 3.75372, 4.05304], [3.62996, 2.56042, 3.82377], [1.58818, 1.73912, 2.18045], [3.11104, 2.17610, 1.38310], [1.66079, 3.14673, 1.16815], [3.16570, 4.28365, 2.73307], [1.95477, 4.41704, 4.83115], [1.10244, 2.88769, 4.53154], [0.69817, 4.22963, 3.59235], [4.05004, 3.11963, 4.48359], [0.21390, -1.54532, 3.59106], [-0.83768, -1.50700, 4.69468], [-0.21951, -1.67874, 6.07520], [-1.53000, -0.27486, 4.66963], [-0.25560, -1.66721, 2.61796], [0.89334, -2.39075, 3.74112], [0.84429, -0.65428, 3.62284], [-1.53682, -2.34423, 4.56182], [0.17915, -0.74553, 6.47693], [0.56602, -2.43520, 6.05627], [-0.96405, -2.00331, 6.80651], [-1.90339, -0.11886, 3.78337], [-4.02572, 2.22633, 2.57170], [-2.82766, 1.85209, 1.71410], [-1.65317, 2.79312, 1.98690], [-2.41847, 0.52376, 2.12342], [-3.70223, 2.33337, 3.60926], [-4.81114, 1.47685, 2.49701], [-4.37925, 3.20914, 2.25494], [-3.13869, 1.87902, 0.66643], [-0.71986, 2.30520, 1.71201], [-1.60129, 3.08303, 3.03797], [-1.79853, 3.71177, 1.41436], [-1.68472, 0.33351, 1.52580], [-1.95596, -3.45579, 1.70305], [-1.37106, -3.99615, 0.40091], [-2.33165, -3.95443, -0.76871], [-0.22787, -3.19339, 0.14004], [-2.90794, -3.94595, 1.91692], [-2.09168, -2.37838, 1.60127], [-1.28919, -3.68819, 2.53251], [-1.11937, -5.04501, 0.61755], [-1.86069, -4.32215, -1.68347], [-2.77373, -2.97614, -0.96754], [-3.18705, -4.61486, -0.58786], [0.15640, -3.46700, -0.72241], [-2.41966, 3.23402, -4.50546], [-2.68226, 3.61365, -3.05402], [-3.05486, 2.48846, -2.26165], [-1.16918, 2.61368, -4.70077], [-2.49289, 4.15879, -5.09133], [-3.19666, 2.55648, -4.88514], [-3.46162, 4.37009, -2.95080], [-1.75229, 4.02490, -2.65241], [-2.31374, 1.82776, -2.18309], [-1.06982, 1.93072, -4.02072], [3.31598, -3.14246, 2.13811], [3.13928, -1.73766, 1.60267], [2.42601, -1.64676, 0.38717], [4.29707, -3.85901, 1.40089], [2.37005, -3.70093, 2.17310], [3.61841, -3.06923, 3.19325], [4.15110, -1.34596, 1.48739], [2.60484, -1.17108, 2.36740], [1.49648, -1.78237, 0.59709], [4.52082, -4.66070, 1.87892], [1.19616, 3.63306, -1.92690], [2.12250, 2.45252, -1.91495], [1.69848, 1.33003, -2.66488], [0.01766, 3.40079, -1.16434], [0.93132, 4.01099, -2.92027], [1.73161, 4.45835, -1.44043], [2.29791, 2.14539, -0.87530], [3.09279, 2.77513, -2.30852], [0.78175, 1.16490, -2.34028], [-0.32480, 2.51094, -1.37356], [1.22820, -2.47459, -2.69778], [0.30312, -2.30320, -3.87897], [0.29675, -0.95193, -4.26880], [1.17410, -3.81703, -2.18063], [1.05918, -1.73969, -1.91125], [2.25367, -2.26125, -3.01050], [-0.70858, -2.66439, -3.63338], [0.62910, -2.92939, -4.71171], [-0.07958, -0.44839, -3.51752], [2.01723, -4.04294, -1.77527], [4.04546, -0.04417, -1.96480], [5.38798, 0.65726, -1.92353], [5.99167, 0.53751, -0.65508], [4.24234, -1.42972, -1.70841], [3.47753, 0.13504, -2.87326], [3.46219, 0.40576, -1.15689], [5.26110, 1.71046, -2.17885], [6.03589, 0.25373, -2.71535], [6.07459, -0.40090, -0.45490], [3.64444, -1.67787, -0.98611], [-3.80452, -1.19075, -3.70295], [-4.74585, -0.49706, -2.71307], [-5.62245, -1.42285, -2.08495], [-2.90329, -0.29009, -4.27239], [-4.34541, -1.69967, -4.50778], [-3.32807, -2.00094, -3.12468], [-5.30034, 0.28347, -3.24693], [-4.13512, 0.04564, -1.99183], [-5.98219, -1.99300, -2.77038], [-2.26999, 0.01266, -3.59994]],
  "mulliken_charge": [0.837, 1.228, 0.555, -1.588, 0.381, -0.428, 0.239, -0.467, -0.223, 0.270, -1.267, -0.559, -0.438, 0.283, 0.318, 0.262, 0.437, 0.295, 0.259, 0.320, -0.326, 0.940, -1.603, -0.563, -0.519, 0.330, 0.271, 0.091, 0.337, 0.372, 0.402, 0.352, -1.758, 1.292, -1.084, -0.813, 0.368, 0.424, 0.407, -0.068, -0.026, 0.380, 0.417, -0.143, -1.148, 0.591, -1.360, -0.182, 0.529, -0.031, 0.287, 0.327, 0.325, 0.102, 0.571, 0.196, -0.411, -0.171, -0.599, -0.595, 0.409, 0.143, 0.406, 0.000, -0.047, 0.249, -0.677, -0.024, -0.264, -0.514, 0.182, 0.536, 0.424, 0.036, 0.099, 0.300, -1.097, 0.534, -0.557, -0.551, 0.356, 0.469, -0.205, 0.302, -0.294, 0.103, 1.243, -0.443, -0.556, -0.762, -0.622, 0.435, 0.009, 0.466, -0.040, 0.293, 0.472, -0.640, -0.577, -0.694, 0.322, -0.212, 0.335, 0.273, 0.351, 0.426, -0.192, 0.328, -0.560, -0.575, 0.499, -0.025, 0.288, -0.321, 0.335, 0.201]
}

---

{
  "formula": "C3H7NO",
  "method": "ωB97M-V/def2-TZVPD",
  "total_charge": 0,
  "smiles": "CC=O.C=N",
  "elements": ["C", "C", "C", "O", "N", "H", "H", "H", "H", "H", "H", "H"],
  "coordinates": [[0.97645, 0.68285, 0.08152], [0.70595, -0.15047, 1.30248], [-1.23631, 0.11000, -1.24186], [1.10042, 0.23000, -1.07934], [-1.76697, -0.90166, -0.76672], [-1.36894, -1.83153, -0.72796], [-1.14199, 0.43835, -2.27164], [1.65655, 1.52320, 0.33794], [-0.85815, 0.95015, -0.45833], [0.42458, 0.49290, 2.13678], [-0.10175, -0.85412, 1.10160], [1.61015, -0.68968, 1.58552]],
  "mulliken_charge": [0.036, -0.742, -0.079, -0.501, -0.558, 0.275, 0.298, 0.302, 0.131, 0.303, 0.228, 0.308]
}

---

{
  "formula": "C7H12N2",
  "method": "ωB97M-V/def2-TZVPD",
  "total_charge": 0,
  "smiles": "C=N[C@]1(N)C(=C)C1(C)C",
  "elements": ["C", "C", "C", "C", "C", "N", "C", "C", "N", "H", "H", "H", "H", "H", "H", "H", "H", "H", "H", "H", "H"],
  "coordinates": [[1.27655, -1.85238, -0.38176], [-1.19433, -1.46461, -0.10170], [0.60890, 0.56572, 0.09018], [-0.20329, 0.79754, -1.10033], [0.16553, -0.85420, -0.26853], [2.02545, 0.83707, -0.05630], [-0.82714, 1.19716, 1.94020], [-1.12442, 1.66141, -1.44757], [0.17178, 0.58592, 1.45939], [2.16162, 1.60869, -0.70259], [2.43753, 1.13565, 0.82145], [-1.21924, -2.10261, 0.78385], [1.92656, -1.82399, 0.48831], [0.92787, -2.88023, -0.50069], [1.88129, -1.62560, -1.25944], [-1.97205, -0.71154, -0.03288], [-1.40785, -2.10154, -0.96316], [-1.10584, 1.01654, 2.97163], [-1.42470, 1.94057, 1.40906], [-1.66588, 1.61266, -2.38394], [-1.43833, 2.45778, -0.76517]],
  "mulliken_charge": [-1.474, -1.654, 2.358, -1.129, 0.495, -0.723, -0.285, -0.690, -0.610, 0.267, 0.271, 0.384, 0.319, 0.444, 0.311, 0.424, 0.407, 0.281, 0.139, 0.275, 0.189]
}

---

{
  "formula": "C12H32InO9",
  "method": "ωB97M-V/def2-TZVPD",
  "total_charge": -1,
  "elements": ["C", "C", "O", "O", "C", "C", "C", "In", "C", "C", "C", "C", "C", "C", "C", "H", "H", "H", "H", "H", "H", "H", "H", "H", "H", "H", "H", "H", "H", "H", "H", "H", "H", "O", "H", "H", "O", "H", "H", "O", "H", "H", "O", "H", "H", "O", "H", "H", "O", "H", "H", "O", "H", "H"],
  "coordinates": [[-0.53817, 2.84244, 3.41946], [-1.67855, 2.75461, 2.24364], [-1.82729, 3.86307, 1.47112], [-2.51244, 1.58822, 1.91311], [-3.21081, 1.04582, 3.08884], [-3.45426, -0.57536, 2.76005], [-2.12456, -1.35027, 3.35733], [-0.34895, -1.16612, 1.89154], [-1.01082, -2.21591, -0.00494], [0.09566, -2.23396, -1.21442], [-0.40290, -1.57503, -2.66838], [0.56577, -1.55555, -3.99197], [2.06385, -2.21923, -3.89674], [2.58160, -2.84989, -2.45657], [1.61795, -2.87585, -1.12160], [-1.12582, 2.85439, 4.45540], [0.17736, 1.90242, 3.45916], [0.11352, 3.80587, 3.25889], [-4.24776, 1.54076, 3.32149], [-2.58508, 1.06444, 4.08428], [-4.45348, -0.92977, 3.26635], [-3.56348, -0.67149, 1.57860], [-1.83857, -1.04579, 4.45277], [-2.38958, -2.51398, 3.33711], [1.02792, -2.05145, 2.70579], [0.09890, 0.57331, 1.66455], [-1.23811, -3.35000, 0.28147], [-2.01642, -1.68653, -0.35325], [-1.49142, -1.10963, -2.76787], [0.14406, -1.09490, -4.98333], [2.77726, -2.25139, -4.84041], [3.65838, -3.34444, -2.35531], [1.99336, -3.35361, -0.10486], [-0.78026, -4.39786, -5.99542], [-0.43165, -3.69272, -5.42970], [-1.09644, -3.93093, -6.78344], [-0.70109, 6.55680, 0.62588], [0.09508, 6.69643, 1.16011], [-1.06107, 5.72011, 0.95656], [3.23251, -1.95247, 1.09372], [4.11254, -1.80884, 0.71462], [2.77133, -1.11443, 0.93887], [-3.29244, 5.84681, -1.31468], [-2.49627, 5.98643, -0.78045], [-3.65242, 5.01012, -0.98400], [2.15778, 2.29544, 4.48811], [3.10020, 2.29327, 4.71315], [1.84193, 3.15259, 4.81141], [2.47724, 0.27107, -0.70842], [2.90797, 1.07599, -1.03301], [2.43157, -0.30106, -1.48917], [4.35473, -3.09899, -6.38613], [5.23314, -2.86251, -6.71970], [3.93847, -3.56045, -7.12961]],
  "mulliken_charge": [-0.749, 0.427, -0.647, -0.167, -0.306, -0.363, -0.984, 0.869, -0.929, 0.776, -0.431, -0.727, -0.169, -0.435, -0.274, 0.296, 0.343, 0.193, 0.269, 0.165, 0.321, 0.131, 0.268, 0.152, -0.317, -0.468, 0.233, 0.207, 0.152, 0.415, 0.215, 0.246, 0.287, -0.676, 0.365, 0.304, -0.651, 0.283, 0.453, -0.576, 0.268, 0.261, -0.658, 0.341, 0.326, -0.569, 0.272, 0.300, -0.531, 0.226, 0.285, -0.619, 0.292, 0.306]
}

---

Number 1: E -2313.484460 Ha. Number 2: E -248.355688 Ha. Number 3: E -383.257840 Ha. Number 4: E -1343.285282 Ha.